25 unconnected molecules or ions with the total composition C33H67Cl49N2O2, computed with ωB97M-V/def2-TZVPD.

Geometry (Å):
1 C -3.819293 -0.202141 0.146219
2 O -3.552191 -0.577638 -1.195430
3 C -4.333514 -1.661001 -1.722650
4 C -4.357977 -2.818595 -0.713908
5 N -3.039236 -3.136818 -0.181057
6 C -3.580989 -2.042549 -3.006279
7 C -4.364417 -2.583681 -4.202138
8 C -4.864459 -4.018155 -4.036628
9 Cl -4.573116 -4.989902 -5.518447
10 C -5.743730 -1.105695 -1.998269
11 C -6.905092 -2.114514 -2.070472
12 C -7.932728 -1.838191 -0.981936
13 N -8.349142 -2.928142 -0.164008
14 O -8.372338 -0.741331 -0.809396
15 H -4.891631 -0.202146 0.369106
16 H -3.307875 -0.851956 0.857411
17 H -3.447561 0.811548 0.268512
18 H -4.785806 -3.688679 -1.216724
19 H -5.041886 -2.576568 0.110179
20 H -2.782374 -4.099937 -0.338161
21 H -2.323121 -2.547270 -0.586827
22 H -2.799111 -2.770291 -2.765808
23 H -3.068114 -1.132205 -3.319324
24 H -5.190557 -1.926409 -4.482231
25 H -3.682604 -2.575380 -5.053496
26 H -5.934006 -4.090063 -3.879061
27 H -4.337511 -4.542004 -3.242366
28 H -5.972590 -0.386191 -1.216763
29 H -5.704861 -0.519377 -2.914562
30 H -7.425754 -2.013826 -3.026468
31 H -6.568485 -3.146298 -2.004465
32 H -8.270086 -3.798875 -0.681537
33 H -7.733511 -3.011563 0.641665
34 C -1.454027 -4.996141 -7.441442
35 Cl -0.033386 -6.042541 -7.332494
36 Cl -1.219931 -3.466270 -6.585197
37 H -1.638386 -4.771130 -8.484712
38 H -2.296087 -5.502583 -6.985576
39 C -5.508114 -1.678393 -8.407528
40 Cl -3.977186 -2.371099 -7.867794
41 Cl -6.781145 -1.834616 -7.186180
42 H -5.354853 -0.624173 -8.601738
43 H -5.830883 -2.204175 -9.297485
44 C -4.493962 2.318444 2.785727
45 Cl -3.370003 3.208737 1.758937
46 Cl -3.678874 1.104009 3.797119
47 H -4.974510 3.011129 3.461535
48 H -5.207131 1.798146 2.157271
49 C -0.795502 -1.408973 3.945356
50 Cl 0.918937 -1.315552 4.390060
51 Cl -1.074834 -1.058872 2.243950
52 H -1.138901 -2.415339 4.150806
53 H -1.333770 -0.677141 4.536169
54 C 2.189794 -2.717897 -5.004807
55 Cl 3.187508 -1.707317 -6.065824
56 Cl 3.156709 -3.746608 -3.945221
57 H 1.586828 -2.059049 -4.390671
58 H 1.568017 -3.349014 -5.628031
59 C 3.225895 -0.194629 7.075115
60 Cl 4.492946 0.646185 6.180036
61 Cl 3.846449 -1.547527 8.033442
62 H 2.758089 0.505712 7.756135
63 H 2.506197 -0.595390 6.372889
64 C 0.763246 0.804937 -5.196524
65 Cl -0.566089 -0.141493 -4.496134
66 Cl 0.268311 2.419016 -5.706577
67 H 1.543813 0.912067 -4.454132
68 H 1.128387 0.269593 -6.064654
69 C 4.669941 2.150211 -6.136313
70 Cl 4.138870 1.494634 -4.576662
71 Cl 3.684757 3.513228 -6.662113
72 H 5.693795 2.485904 -6.023039
73 H 4.594047 1.363967 -6.878223
74 C 8.646212 3.762386 -5.473591
75 Cl 8.344233 2.927728 -7.004528
76 Cl 7.318021 4.838872 -5.026814
77 H 8.765198 3.020092 -4.693876
78 H 9.540509 4.362022 -5.581622
79 C 6.852119 -3.372928 9.156513
80 Cl 7.955740 -2.753423 10.393680
81 Cl 7.674618 -3.739923 7.636804
82 H 6.407939 -4.287120 9.530418
83 H 6.103391 -2.615806 8.960913
84 C 11.938024 6.205382 -5.837937
85 Cl 10.541306 6.961200 -5.053669
86 Cl 12.429732 4.714163 -5.020851
87 H 11.660935 5.969236 -6.858536
88 H 12.764449 6.904516 -5.809193
89 C 0.278641 -1.693093 10.414194
90 Cl 1.920940 -1.804811 11.054636
91 Cl 0.225660 -1.277518 8.692633
92 H -0.196505 -2.657934 10.539751
93 H -0.241453 -0.915998 10.960121
94 C 5.552225 6.574475 -2.134723
95 Cl 3.850436 6.957233 -2.442792
96 Cl 5.766517 5.563850 -0.703742
97 H 5.944354 6.041543 -2.990226
98 H 6.087780 7.503760 -1.985461
99 C -11.333775 -4.616528 -0.158301
100 Cl -10.254067 -5.688217 -1.073827
101 Cl -12.992462 -4.672925 -0.757849
102 H -11.326003 -4.946360 0.873381
103 H -10.949696 -3.607719 -0.252809
104 C 1.119549 -5.226448 13.397534
105 Cl 1.724716 -6.495993 12.328575
106 Cl -0.266048 -4.373049 12.705087
107 H 0.804000 -5.684082 14.326692
108 H 1.913004 -4.505981 13.553609
109 C 3.491551 7.556284 -6.226110
110 Cl 5.061066 6.888206 -6.691573
111 Cl 2.198101 7.049105 -7.321780
112 H 3.257052 7.196220 -5.232350
113 H 3.557830 8.636803 -6.252208
114 C -9.354002 -8.780411 0.901674
115 Cl -8.069381 -9.932989 0.524536
116 Cl -8.778173 -7.424809 1.881429
117 H -9.739785 -8.378391 -0.027276
118 H -10.123785 -9.297631 1.460621
119 C -6.034174 3.968951 6.634276
120 Cl -4.318120 4.367871 6.759972
121 Cl -6.629553 4.093749 4.968917
122 H -6.160463 2.943961 6.957199
123 H -6.596904 4.664025 7.244648
124 C 14.726512 7.962475 -3.235639
125 Cl 15.880915 6.804300 -3.901400
126 Cl 14.129745 9.087311 -4.468950
127 H 13.879221 7.410844 -2.844650
128 H 15.219635 8.535432 -2.460446
129 C -8.036985 0.641308 8.397631
130 Cl -6.339979 0.981980 8.751607
131 Cl -8.419034 0.926981 6.692665
132 H -8.235976 -0.398213 8.626244
133 H -8.650627 1.301969 8.997358
134 C 9.764372 9.701772 -2.845907
135 Cl 8.479161 8.762561 -2.066457
136 Cl 9.188306 11.254882 -3.456469
137 H 10.533046 9.888184 -2.106266
138 H 10.147830 9.127150 -3.679736
139 C -7.229280 -1.014331 3.917666
140 Cl -6.698720 -2.485997 3.083463
141 Cl -7.716880 0.259653 2.798173
142 H -8.074957 -1.273195 4.542091
143 H -6.399331 -0.647182 4.510057
144 C 11.895327 9.584917 -8.623776
145 Cl 13.348957 9.151841 -7.707609
146 Cl 10.443523 8.977448 -7.823809
147 H 11.833612 10.664809 -8.674928
148 H 11.964291 9.143704 -9.610210
149 C 2.043422 -10.293521 12.252313
150 Cl 3.274545 -11.294413 13.031174
151 Cl 0.570228 -10.157257 13.218418
152 H 2.451415 -9.299335 12.119238
153 H 1.785698 -10.747861 11.303822

Forces on atoms 1 to 3 (eV/Å):
-0.043 0.072 -0.008
0.115 -0.066 0.037
-0.174 0.066 0.075

Values from the calculation:
Charge: 0
LUMO level in eV: 0.024
Frontier orbital gap in eV: 9.31
Max |F| in eV/A: 0.69